1.
26
Properties=species:S:1:pos:R:3 method="wB97M-V/def2-TZVPD" e_lumo_ev=0.47 spin_multiplicity=1 molar_mass_da=188.2 gap_ev=9.027 homo_energy_ev=-8.6 relative_energy_kj_mol=358.2 total_energy_ha=-611.0069
C 2.5599 2.5198 0.5568
C 1.6511 2.5497 -0.6750
O 1.5604 1.1168 -1.2028
C 0.6496 0.4255 -0.5905
N -0.0477 0.8093 0.3973
C -0.9657 -0.1580 0.8245
C -1.6621 -0.0686 2.0377
C -2.4386 -1.0952 2.5366
C -2.6341 -2.2770 1.7495
C -2.0092 -2.4112 0.5038
C -1.0834 -1.4186 0.1771
N -0.5012 -1.6360 -1.0681
C 0.2886 -0.7134 -1.5350
C 0.7142 -0.9966 -2.9565
H 2.0167 2.0707 1.4283
H 3.3077 1.6473 0.1401
H 3.1463 3.5862 0.8659
H 0.5915 2.8202 -0.4351
H 2.1165 3.1632 -1.4978
H -1.2358 0.7358 2.7859
H -2.5801 -0.9914 3.7666
H -3.4091 -2.9964 2.1498
H -2.2066 -3.3234 0.0006
H -0.0824 -1.8233 -3.3115
H 0.4478 -0.0229 -3.4885
H 1.8058 -1.5125 -3.1596



2.
29
Properties=species:S:1:pos:R:3 method="wB97M-V/def2-TZVPD" e_lumo_ev=0.56 spin_multiplicity=1 molar_mass_da=268.4 gap_ev=8.628 homo_energy_ev=-8.1 relative_energy_kj_mol=343.7 total_energy_ha=-1482.6274
C 0.2816 -2.8507 3.0577
C 1.0137 -1.6890 2.3986
O 1.2241 -0.6659 3.0665
N 1.8935 -1.8299 1.2870
C 2.2243 -1.0124 0.3298
S 3.6316 -1.3980 -0.6190
C 3.3895 0.0394 -1.6413
C 2.2635 0.7160 -1.2874
N 1.6570 0.1365 -0.0795
C 0.3912 0.7971 0.3936
C -0.8333 0.0680 0.1941
O -1.7581 0.1728 1.3379
C -1.4663 0.7861 -1.0075
C -2.2881 1.9782 -0.9931
C -2.7721 2.3245 -2.3036
C -2.4664 1.3672 -3.1395
S -1.4570 0.0535 -2.6296
H 0.2748 -2.6634 4.1591
H -0.7803 -2.7510 2.7858
H 0.7361 -3.8734 2.9515
H 4.0861 0.2324 -2.4768
H 1.9685 1.6631 -1.6447
H 0.3434 1.8267 -0.0015
H 0.4195 0.9133 1.5435
H -0.6198 -1.0737 0.0557
H -2.6232 -0.2150 1.1529
H -2.4360 2.4999 -0.1321
H -3.6099 2.9036 -2.6085
H -2.6878 1.5442 -4.1497



3.
27
Properties=species:S:1:pos:R:3 method="wB97M-V/def2-TZVPD" e_lumo_ev=-3.42 spin_multiplicity=1 molar_mass_da=218.3 gap_ev=9.049 homo_energy_ev=-12.5 total_charge=+1 relative_energy_kj_mol=0.0 total_energy_ha=-988.5349
C 3.1239 0.9686 -0.9411
C 2.4359 2.1514 -0.7136
C 2.6446 -0.2240 -0.4208
C 1.2732 2.1485 0.0306
C 1.4758 -0.2423 0.3165
C 0.7810 0.9460 0.5426
C -0.4151 0.9785 1.3614
C -1.7600 1.8397 2.8658
C -1.3347 -1.3630 -1.0149
C -1.4695 -1.5557 0.2557
C -1.4572 -2.5112 -1.9672
N -0.6706 2.0075 2.1664
N -1.3193 0.0113 1.4246
N -2.2153 2.6971 3.7657
S -2.5580 0.3128 2.4949
H 4.0380 0.9762 -1.5136
H 2.8066 3.0845 -1.1093
H 3.1863 -1.1434 -0.5800
H 0.7309 3.0616 0.2043
H 1.1193 -1.1611 0.7522
H -1.1211 -0.3982 -1.4498
H -1.6779 -2.3303 0.9573
H -2.2439 -2.2900 -2.6864
H -1.6908 -3.4400 -1.4536
H -0.5208 -2.6223 -2.5099
H -1.6671 3.5204 3.9581
H -3.0542 2.5233 4.2912



4.
26
Properties=species:S:1:pos:R:3 method="wB97M-V/def2-TZVPD" e_lumo_ev=2.80 spin_multiplicity=1 molar_mass_da=190.2 gap_ev=6.750 homo_energy_ev=-3.9 total_charge=-1 relative_energy_kj_mol=181.6 total_energy_ha=-631.6286
C 0.5418 3.8485 1.9498
C 0.6567 4.7407 0.6520
O 1.8173 4.7449 0.1890
O -0.3907 5.2975 0.2811
H 1.2921 4.1886 2.6696
H 0.9586 2.8762 1.6557
H -0.4669 3.6894 2.3469
C -0.5665 -4.2755 -0.6476
C 0.0632 -0.6354 -1.1883
C -0.6027 -1.6333 -0.4405
C -0.3249 -2.8666 -1.1286
C 0.4987 -2.6022 -2.2199
C -0.1560 0.8566 0.5977
C 0.3034 0.6681 -0.6497
C -0.9940 -0.0532 1.3415
C -1.1856 -1.3107 0.8189
N 0.6131 -1.2314 -2.2937
H 0.1612 1.7128 1.2375
H 0.7598 1.4220 -1.2766
H -1.3824 0.2557 2.3148
H -1.9664 -1.9120 1.2786
H 1.2292 -0.7649 -2.9314
H 1.0988 -3.1390 -2.9257
H 0.1356 -4.6617 0.1323
H -0.5150 -4.9140 -1.5497
H -1.5787 -4.3012 -0.2137



5.
26
Properties=species:S:1:pos:R:3 method="wB97M-V/def2-TZVPD" e_lumo_ev=3.63 spin_multiplicity=1 molar_mass_da=190.2 gap_ev=7.120 homo_energy_ev=-3.5 total_charge=-1 relative_energy_kj_mol=92.4 total_energy_ha=-631.6625
C 1.1757 -3.2408 -0.8349
C -0.8709 -0.1562 -0.2429
C -0.6108 -1.5292 0.0762
C 0.5196 -1.8874 -0.7519
C 0.7214 -0.7985 -1.5889
C -1.7474 0.5434 0.5834
C -2.0571 0.0769 1.8639
C -1.7132 -1.2534 2.2108
C -0.9834 -2.0341 1.3263
N -0.0488 0.2939 -1.2573
H -1.9351 1.6008 0.3705
H -2.6807 0.6522 2.5130
H 1.0303 1.5924 -1.7232
H -1.9784 -1.7715 3.1163
H 1.5200 -0.6129 -2.2951
H -0.6824 -3.0523 1.5642
H 0.5500 -4.0864 -0.5299
H 2.0992 -3.1681 -0.2975
H 1.5122 -3.3996 -1.8625
C 0.4628 3.0497 0.2039
C 1.4122 3.3042 -0.9421
O 1.6904 2.3640 -1.8232
O 2.0131 4.3689 -0.9510
H -0.5309 3.0153 -0.2282
H 0.4726 4.0027 0.7650
H 0.6597 2.1259 0.7353



6.
26
Properties=species:S:1:pos:R:3 method="wB97M-V/def2-TZVPD" e_lumo_ev=2.98 spin_multiplicity=1 molar_mass_da=190.2 gap_ev=6.988 homo_energy_ev=-4.0 total_charge=-1 relative_energy_kj_mol=293.6 total_energy_ha=-631.5859
C 2.1040 -2.0405 -2.3302
C 0.6919 -2.0708 -2.8279
O -0.1236 -2.9245 -2.4787
O 0.5303 -1.2067 -3.7564
H 2.4752 -3.1227 -2.1072
H 2.2504 -1.8018 -1.2773
H 2.6853 -1.4623 -3.1285
C -0.6410 2.1705 3.9450
C 0.2304 0.5929 0.7044
C -0.7249 1.1148 1.5520
C -0.0030 1.5204 2.7161
C 1.3198 1.2494 2.5318
C -1.3889 -0.1066 -0.9173
C 0.0673 -0.0797 -0.6411
C -2.3706 0.5324 -0.1402
C -1.9743 1.1777 0.9722
N 1.4874 0.6442 1.2744
H -1.7834 -0.6197 -1.8271
H 0.7716 -0.3480 -1.4071
H -3.2980 0.9074 -0.5430
H -2.7131 1.7706 1.4730
H 2.2714 0.4177 0.7516
H 2.3020 1.4804 2.9443
H -0.1158 3.0444 4.2023
H -0.6210 1.4758 4.7625
H -1.7542 2.4353 3.7277



7.
26
Properties=species:S:1:pos:R:3 method="wB97M-V/def2-TZVPD" e_lumo_ev=-0.55 spin_multiplicity=1 molar_mass_da=192.2 gap_ev=8.159 homo_energy_ev=-8.7 relative_energy_kj_mol=496.2 total_energy_ha=-651.9077
C 2.4341 0.0287 3.2625
O 2.8465 -0.3908 1.8784
C 1.8871 -0.0609 0.9747
C 2.0616 1.0327 0.1458
C 1.0680 1.3551 -0.8119
C -0.0261 0.4383 -1.0424
C -1.0262 1.0106 -2.1356
C -2.4582 0.7909 -2.1398
C -3.4575 1.3128 -3.0930
O -4.7195 1.1622 -2.9193
C -0.3205 -0.5041 -0.0798
C 0.6676 -0.8091 0.8412
O 0.2158 -1.5499 1.8914
C 0.5179 -3.0291 1.8558
H 1.4177 -0.3727 3.5824
H 3.3288 -0.2635 3.9738
H 2.2259 1.1098 3.2932
H 3.0907 1.5394 0.1182
H 1.3925 2.2936 -1.4838
H -0.4486 1.6152 -2.9569
H -2.9687 0.0700 -1.4354
H -3.1108 1.8886 -4.1241
H -1.3376 -1.0424 0.0233
H -0.0439 -3.4761 0.9278
H 1.6227 -3.0808 1.7776
H 0.0018 -3.4494 2.8354



8.
27
Properties=species:S:1:pos:R:3 method="wB97M-V/def2-TZVPD" e_lumo_ev=0.71 spin_multiplicity=1 molar_mass_da=224.3 gap_ev=10.117 homo_energy_ev=-9.4 relative_energy_kj_mol=357.1 total_energy_ha=-1050.0725
C -1.9415 -3.7532 2.6135
C -1.3140 -3.6238 1.3929
C -1.9995 -2.5929 3.4364
C -0.8817 -2.3829 0.8687
C -1.8040 -1.3634 2.8490
C -1.2904 -1.2774 1.5412
C 1.3041 2.3587 -2.3646
C 2.1827 2.3290 -3.3422
C 0.1810 2.6686 -1.5320
C 3.4219 1.4656 -3.1874
C -0.9930 3.0920 -1.1388
O -1.6983 1.3574 1.5541
O 0.6305 0.1741 1.2672
O 1.1380 1.7404 -1.1037
S -0.9452 0.3266 0.7631
H -2.2019 -4.7170 2.8989
H -1.0536 -4.4456 0.7250
H -2.4066 -2.6449 4.5075
H -0.3118 -2.4030 -0.1620
H -2.0119 -0.3532 3.2165
H 1.9508 2.9416 -4.3062
H 3.6703 1.1037 -2.2115
H 4.1871 2.1168 -3.3895
H 3.5106 0.7257 -3.8769
H 1.3252 0.7326 0.9975
H -1.4255 3.7986 -1.8401
H -1.2233 2.6260 -0.1765